(1)
C11H26N2O6PRb | ωB97M-V with the def2-TZVPD basis set

Calculated values
- gap between HOMO and LUMO (eV) = 8.395
- relative energy (zero: lowest compared OMol25 entry of this formula, charge and spin) (kcal/mol) = 6.8

Each line ends with the natural charge from an NBO analysis.
Cartesian coordinates (Å):
Rb1 -1.67 -0.25 0.38  0.949
O1 1.71 -3.16 -1.33  -0.672
C1 0.97 -2.19 -0.77  0.783
O2 -0.21 -2.05 -0.98  -0.609
C2 1.80 -1.31 0.14  -0.172
O3 0.96 -0.32 0.63  -0.567
C3 1.57 0.59 1.55  -0.198
C4 0.43 1.34 2.35  0.753
O4 0.74 1.70 3.48  -0.708
O5 -0.67 1.45 1.73  -0.842
H1 1.13 -3.69 -1.91  0.503
H2 2.65 -0.92 -0.43  0.203
H3 2.21 -1.94 0.94  0.205
H4 2.18 1.32 1.02  0.182
H5 2.20 0.06 2.27  0.184
C5 -3.30 -3.07 4.26  -1.003
P1 -2.44 -1.87 3.20  1.937
C6 -0.67 -2.28 3.30  -1.015
C7 -2.62 -0.25 3.99  -1.032
O6 -2.95 -1.91 1.80  -1.153
H6 -2.94 -3.06 5.28  0.239
H7 -3.16 -4.06 3.82  0.247
H8 -4.36 -2.83 4.24  0.250
H9 -0.32 -2.35 4.32  0.248
H10 -0.13 -1.47 2.79  0.250
H11 -0.51 -3.22 2.77  0.243
H12 -2.28 -0.27 5.02  0.248
H13 -3.67 0.05 3.95  0.247
H14 -2.02 0.48 3.43  0.294
C8 1.92 2.62 -2.63  -0.632
C9 0.99 1.84 -3.56  0.092
C10 1.79 0.80 -4.34  -0.608
C11 0.30 2.80 -4.54  -0.625
N1 -0.05 1.09 -2.84  -0.471
N2 -0.92 1.85 -2.01  -0.676
H15 2.67 3.16 -3.21  0.216
H16 2.44 1.94 -1.95  0.202
H17 1.37 3.35 -2.03  0.207
H18 2.51 1.28 -5.00  0.212
H19 1.11 0.19 -4.94  0.222
H20 2.34 0.15 -3.65  0.198
H21 1.02 3.17 -5.27  0.214
H22 -0.12 3.67 -4.03  0.206
H23 -0.49 2.27 -5.07  0.220
H24 0.40 0.41 -2.23  0.341
H25 -1.48 2.45 -2.60  0.351
H26 -0.41 2.43 -1.35  0.338

---

(2)
C11H26N3OP2Pd | ωB97M-V with the def2-TZVPD basis set

Calculated values
- 2S+1 = 5
- gap between HOMO and LUMO (spin up / spin down) (eV) = 6.225 / 5.228
- net charge = +1

Each line ends with the natural charge from an NBO analysis.
Cartesian coordinates (Å):
C1 1.41 2.52 -3.20  -0.395
C2 2.53 3.32 -3.08  -0.055
C3 3.28 3.47 -1.90  -0.283
C4 2.97 2.88 -0.65  -0.099
C5 1.94 2.02 -0.42  -0.357
Pd1 0.77 1.35 -1.86  0.935
P1 -0.61 0.33 -3.41  0.048
H1 0.85 2.52 -4.15  0.174
H2 2.85 3.87 -3.98  0.217
H3 4.16 4.12 -1.96  0.233
H4 1.82 1.64 0.61  0.178
H5 3.65 3.18 0.15  0.218
H6 -0.45 -1.09 -3.54  0.048
H7 -0.53 0.75 -4.77  0.030
H8 -2.01 0.43 -3.15  0.041
C6 1.04 -2.17 2.50  -0.402
N1 0.84 -1.65 1.15  -0.812
C7 1.36 -2.58 0.13  -0.410
P2 -0.46 -0.76 0.67  2.470
O1 -0.25 -0.11 -0.66  -1.213
N2 -1.76 -1.78 0.47  -0.824
C8 -2.80 -1.42 -0.48  -0.400
C9 -2.19 -2.74 1.49  -0.411
N3 -0.92 0.28 1.90  -0.802
C10 0.04 1.27 2.40  -0.415
C11 -2.23 0.92 1.73  -0.413
H9 2.10 -2.45 2.57  0.209
H10 0.44 -3.07 2.71  0.191
H11 0.81 -1.41 3.26  0.219
H12 0.69 -3.45 -0.01  0.196
H13 1.48 -2.06 -0.82  0.218
H14 2.33 -2.94 0.49  0.214
H15 -2.41 -0.74 -1.24  0.215
H16 -3.15 -2.35 -0.96  0.204
H17 -3.66 -0.95 0.02  0.182
H18 -3.03 -3.31 1.06  0.218
H19 -1.40 -3.46 1.74  0.205
H20 -2.55 -2.25 2.41  0.195
H21 0.13 2.11 1.69  0.183
H22 -0.36 1.65 3.35  0.216
H23 1.01 0.81 2.58  0.212
H24 -2.31 1.43 0.76  0.189
H25 -3.04 0.19 1.82  0.214
H26 -2.35 1.65 2.54  0.220

---

(3)
C11H26OP | ωB97M-V with the def2-TZVPD basis set

Calculated values
- gap between HOMO and LUMO (spin up / spin down) (eV) = 8.664 / 8.665
- relative energy (zero: lowest compared OMol25 entry of this formula, charge and spin) (kcal/mol) = 49.7
- net charge = +1

Each line ends with the natural charge from an NBO analysis.
Cartesian coordinates (Å):
C1 4.00 0.73 -0.39  -0.607
C2 0.05 -2.73 0.44  -0.656
C3 -2.26 -1.85 0.73  -0.648
C4 -1.22 -1.94 -1.56  -0.651
C5 -1.21 1.70 -1.54  -0.633
C6 -2.21 1.63 0.80  -0.569
C7 0.06 2.60 0.51  -0.590
C8 2.75 0.29 0.36  -0.398
C9 1.59 0.08 -0.62  -0.852
C10 -0.94 -1.76 -0.03  -0.340
C11 -0.91 1.51 -0.04  -0.455
O1 0.47 -0.40 2.50  -0.863
P1 -0.06 -0.08 0.10  1.901
H1 4.35 -0.05 -1.15  0.225
H2 4.72 0.83 0.44  0.240
H3 3.70 1.77 -0.82  0.205
H4 0.96 -2.68 -0.26  0.218
H5 -0.49 -3.64 0.55  0.247
H6 0.34 -2.41 1.50  0.264
H7 -2.50 -2.86 1.01  0.250
H8 -3.16 -1.42 0.08  0.233
H9 -2.42 -1.21 1.66  0.245
H10 -0.27 -2.06 -2.21  0.236
H11 -1.89 -2.90 -1.69  0.264
H12 -1.89 -1.06 -1.94  0.224
H13 -0.21 1.52 -2.10  0.216
H14 -1.48 2.78 -1.72  0.261
H15 -2.00 1.14 -2.05  0.241
H16 -2.79 0.83 0.38  0.199
H17 -2.68 2.48 0.58  0.227
H18 -2.10 1.48 1.79  0.226
H19 -0.14 2.66 1.51  0.233
H20 1.09 2.21 0.53  0.212
H21 -0.01 3.54 0.12  0.238
H22 3.00 -0.70 0.70  0.221
H23 2.63 0.83 1.32  0.248
H24 1.74 -0.85 -1.09  0.260
H25 1.65 0.84 -1.34  0.271
H26 -0.26 -0.88 2.91  0.456

---

(4)
C11H27AuClIO2P2 | ωB97M-V with the def2-TZVPD basis set

Calculated values
- 2S+1 = 3
- gap between HOMO and LUMO (spin up / spin down) (eV) = 5.671 / 5.783
- relative energy (zero: lowest compared OMol25 entry of this formula, charge and spin) (kcal/mol) = 0.0
- net charge = +2

Each line ends with the natural charge from an NBO analysis.
Cartesian coordinates (Å):
C1 1.43 -0.18 -5.46  -0.748
C2 0.67 -0.44 -4.20  0.401
H1 1.01 -0.66 -6.37  0.290
H2 2.46 -0.55 -5.32  0.273
H3 1.47 0.91 -5.62  0.273
O1 -0.35 -1.09 -4.02  -0.420
I1 3.13 1.94 -1.06  0.242
Au1 1.43 0.44 -2.52  0.582
P1 -0.40 1.67 -1.38  1.086
C3 -1.91 0.70 -1.09  -0.981
C4 -0.04 2.45 0.21  -1.006
H4 -0.70 3.33 0.30  0.280
H5 -1.63 3.65 -2.09  0.280
H6 1.01 2.79 0.24  0.261
H7 -0.02 3.53 -2.85  0.264
H8 -1.80 0.14 -0.15  0.280
H9 -0.23 1.72 1.02  0.304
C5 -0.91 2.97 -2.55  -0.966
H10 -2.76 1.40 -1.00  0.279
H11 -1.36 2.51 -3.44  0.269
H12 -2.09 0.02 -1.95  0.272
P2 1.64 -1.28 -0.76  1.080
C6 0.11 -2.19 -0.39  -0.991
C7 2.76 -2.55 -1.43  -0.967
H13 2.96 0.05 0.77  0.262
H14 2.82 -1.66 1.28  0.283
H15 1.42 -0.51 1.51  0.294
C8 2.26 -0.81 0.86  -1.002
H16 3.68 -2.05 -1.77  0.263
H17 3.02 -3.30 -0.67  0.280
H18 0.36 -3.19 0.01  0.279
H19 -0.48 -2.32 -1.32  0.268
H20 2.30 -3.03 -2.30  0.269
H21 -0.48 -1.64 0.37  0.289
Cl1 3.59 2.74 1.35  -0.147
C9 -1.68 -1.66 3.76  -0.730
C10 -1.44 -0.30 3.16  0.660
C11 -1.88 0.91 3.95  -0.733
O2 -0.88 -0.15 2.07  -0.673
H22 -2.46 -1.60 4.53  0.247
H23 -0.75 -2.02 4.21  0.262
H24 -1.98 -2.36 2.97  0.243
H25 -1.03 1.57 4.12  0.252
H26 -2.62 1.47 3.36  0.253
H27 -2.32 0.61 4.90  0.242

---

(5)
C11H27Br2NO4 | ωB97M-V with the def2-TZVPD basis set

Calculated values
- 2S+1 = 2
- gap between HOMO and LUMO (spin up / spin down) (eV) = 8.467 / 2.348
- net charge = +1

Each line ends with the natural charge from an NBO analysis.
Cartesian coordinates (Å):
C1 1.91 0.58 -4.56  -0.476
N1 2.90 -0.51 -4.82  0.511
O1 2.75 -1.44 -3.95  -0.417
O2 3.89 -0.14 -5.48  -0.321
H1 1.46 0.92 -5.49  0.239
H2 2.57 1.38 -4.23  0.240
H3 1.15 0.30 -3.82  0.221
Br1 -1.05 1.81 -1.95  -0.010
C2 -1.03 0.08 -0.92  -0.429
C3 -0.32 -1.00 -1.72  -0.433
Br2 -0.23 -2.70 -0.68  -0.023
H4 -2.07 -0.20 -0.73  0.235
H5 -0.59 0.31 0.05  0.222
H6 0.70 -0.69 -1.94  0.218
H7 -0.75 -1.12 -2.71  0.242
C4 -3.30 3.46 1.08  -0.650
C5 -4.03 2.09 1.12  -0.067
O3 -5.07 1.87 2.04  -0.531
C6 -6.15 2.81 1.83  -0.069
C7 -7.28 2.36 2.84  -0.626
H8 -3.04 3.78 2.09  0.216
H9 -2.42 3.45 0.44  0.217
H10 -3.96 4.20 0.63  0.209
H11 -4.20 1.69 0.12  0.158
H12 -3.33 1.31 1.43  0.167
H13 -5.83 3.85 1.95  0.170
H14 -6.52 2.76 0.80  0.163
H15 -7.09 2.70 3.86  0.211
H16 -7.35 1.27 2.85  0.220
H17 -8.25 2.82 2.64  0.213
C8 6.61 -3.14 1.67  -0.639
C9 5.23 -3.62 1.14  -0.128
O4 4.54 -2.40 0.94  -0.020
C10 3.09 -2.46 0.84  -0.120
C11 2.74 -1.05 0.89  -0.663
H18 6.53 -2.36 2.43  0.242
H19 7.24 -3.97 1.99  0.256
H20 7.15 -2.64 0.87  0.241
H21 5.20 -4.20 0.22  0.282
H22 4.69 -4.15 1.93  0.243
H23 2.87 -3.05 -0.05  0.283
H24 2.66 -3.00 1.69  0.258
H25 1.71 -0.92 1.23  0.256
H26 2.85 -0.55 -0.07  0.242
H27 3.42 -0.48 1.52  0.249